8
Properties=species:S:1:pos:R:3:nbo_charge:R:1 method="wB97M-V/def2-TZVPD" homo_lumo_gap_ev=7.991 de_lowest_kcal_mol=61.36 lumo_ev=-0.98 homo_ha=-0.330
C 0.340 -0.514 0.599 -0.044
C -0.581 0.635 0.660 -0.348
H 0.639 -0.401 -2.350 0.490
H 0.549 -0.977 1.558 0.221
H -0.450 1.205 -0.270 0.234
N 0.799 -0.845 -0.543 -0.077
O 0.252 -0.010 -1.561 -0.585
S -1.547 0.907 1.908 0.108



103
Properties=species:S:1:pos:R:3:mulliken_spin:R:1 method="wB97M-V/def2-TZVPD" total_charge=+2 homo_lumo_gap_ev="6.010 / 5.878" s_squared=3.776 multiplicity=4 lumo_ev="-6.71 / -6.84" homo_ha="-0.467 / -0.467"
Cr 0.563 -1.317 0.218 2.973
C -1.546 -1.880 3.954 0.001
O -0.206 -2.494 3.964 0.011
C 0.219 -2.399 2.735 0.046
N -0.468 -1.715 1.894 -0.139
C -1.586 -1.087 2.630 0.029
C -2.914 -1.159 1.924 -0.004
C -3.940 -0.324 2.357 0.002
C -5.205 -0.418 1.796 0.000
C -5.446 -1.324 0.770 0.000
C -4.418 -2.142 0.316 0.004
C -3.160 -2.067 0.900 0.011
C 1.448 -3.105 2.248 0.031
C 2.415 -3.683 3.148 -0.015
C 3.614 -4.064 2.697 0.012
C 4.061 -4.145 1.270 -0.002
C 2.415 -3.674 0.058 -0.061
N 1.486 -3.037 0.970 0.043
C 1.672 -3.534 -1.261 0.020
N 0.884 -2.537 -1.488 -0.063
C 0.206 -2.773 -2.783 0.038
C 0.694 -4.192 -3.155 -0.001
O 1.688 -4.508 -2.131 0.001
C 0.525 -1.732 -3.836 -0.001
C 0.059 -1.945 -5.132 0.000
C 0.304 -1.014 -6.128 0.000
C 1.014 0.144 -5.838 0.000
C 1.479 0.360 -4.551 0.001
C 1.235 -0.575 -3.553 0.008
H -1.638 -1.274 4.849 0.000
H -2.258 -2.704 3.971 0.001
H -1.303 -0.045 2.784 -0.004
H -3.753 0.393 3.148 0.000
H -6.003 0.215 2.162 0.000
H -6.436 -1.409 0.341 0.000
H -4.607 -2.862 -0.470 0.000
H -2.377 -2.741 0.571 -0.002
H 2.167 -3.733 4.199 0.001
H 4.319 -4.469 3.415 0.000
H 5.112 -4.413 1.215 0.000
H -0.868 -2.765 -2.589 -0.001
H 1.196 -4.230 -4.117 0.001
H -0.072 -4.961 -3.096 0.000
H -0.505 -2.840 -5.370 0.000
H -0.059 -1.192 -7.131 0.000
H 1.207 0.871 -6.615 0.000
H 2.036 1.258 -4.317 0.000
H 1.610 -0.396 -2.556 0.005
I 3.869 -7.294 -1.576 0.000
C 3.931 -5.374 -0.826 0.001
C 4.664 -4.395 -1.357 0.000
N 4.659 -3.145 -0.736 -0.001
N 3.766 -2.980 0.336 0.011
C 3.114 -5.011 0.397 0.002
H 5.303 -4.500 -2.222 0.000
H 4.776 -2.310 -1.287 0.000
H 2.548 -5.829 0.834 -0.001
O 0.400 1.113 2.211 0.014
C 1.511 0.871 1.777 0.026
O 1.805 -0.225 1.105 -0.013
C 2.673 1.788 1.976 -0.014
C 2.423 3.133 2.224 -0.002
C 3.478 4.013 2.398 0.000
C 4.765 3.510 2.337 0.001
C 5.041 2.176 2.104 0.000
C 3.978 1.310 1.910 0.005
N 5.900 4.446 2.524 0.000
O 5.630 5.613 2.707 0.000
O 7.016 3.978 2.469 0.000
H 1.401 3.482 2.277 0.000
H 3.324 5.065 2.583 0.000
H 6.067 1.842 2.073 0.000
H 4.157 0.264 1.702 0.000
C -2.540 3.821 2.351 0.000
O -3.068 3.090 1.246 0.000
C -3.999 3.699 0.481 0.000
C -4.498 4.978 0.696 0.000
C -5.461 5.502 -0.155 0.000
C -5.946 4.771 -1.229 0.000
C -5.449 3.499 -1.457 0.001
C -4.478 2.978 -0.620 0.000
N -4.001 1.643 -0.854 0.005
C -2.782 1.221 -1.013 0.005
C -1.583 1.967 -1.182 0.000
C -1.542 3.323 -1.570 -0.006
C -0.342 3.963 -1.742 0.008
C 0.848 3.261 -1.514 -0.007
C 0.840 1.933 -1.150 0.006
C -0.375 1.255 -0.988 0.000
O -0.412 -0.025 -0.657 0.024
H -1.808 3.167 2.813 0.000
H -3.327 4.074 3.063 0.000
H -2.047 4.734 2.010 0.000
H -4.146 5.567 1.530 0.000
H -5.838 6.498 0.032 0.000
H -6.699 5.186 -1.883 0.000
H -5.802 2.909 -2.294 0.000
H -4.706 0.918 -0.798 -0.001
H -2.687 0.140 -1.023 -0.005
H -2.463 3.857 -1.753 0.001
H -0.314 4.997 -2.053 0.000
H 1.797 3.770 -1.634 0.000
H 1.767 1.401 -0.981 -0.005



18
Properties=species:S:1:pos:R:3:nbo_charge:R:1 method="wB97M-V/def2-TZVPD" total_charge=+1 homo_lumo_gap_ev=8.338 de_lowest_kcal_mol=55.02 lumo_ev=-4.63 homo_ha=-0.477
C -2.203 -0.089 -0.733 -0.094
C -1.873 1.241 -0.837 -0.066
C -1.025 0.293 0.923 0.102
C 2.044 0.188 0.408 -0.704
C 0.966 -0.656 -0.127 0.310
N -1.687 -0.659 0.337 -0.421
N -0.986 1.400 0.168 -0.516
N 1.072 -1.935 -0.070 -0.641
H -2.983 -0.548 -1.430 0.236
H -1.939 2.009 -1.535 0.237
H -0.693 0.171 1.940 0.235
H 1.637 1.189 0.613 0.248
H 2.736 0.432 -0.328 0.280
H 2.598 -0.136 1.273 0.252
H 0.437 -0.272 -0.958 0.225
H -0.693 2.333 0.468 0.437
H 1.715 -2.262 0.676 0.413
H 0.877 -2.700 -0.788 0.465



18
Properties=species:S:1:pos:R:3:nbo_charge:R:1 method="wB97M-V/def2-TZVPD" total_charge=-1 homo_lumo_gap_ev=7.759 de_lowest_kcal_mol=0.00 lumo_ev=3.36 homo_ha=-0.162
C 1.338 -1.645 -0.363 -0.617
C 2.040 -0.519 -0.709 0.609
C 0.056 -1.988 0.150 0.515
C 0.982 0.989 -0.089 -0.322
C -0.809 -0.748 0.576 -0.314
C -0.514 0.491 -0.259 -0.264
C -1.505 1.641 0.070 -0.623
O 3.155 -0.228 -1.051 -0.638
O -0.398 -3.125 0.398 -0.646
Cl 1.239 1.515 1.612 -0.123
Cl -2.429 -1.082 0.182 -0.041
H 2.075 -2.492 -0.685 0.206
H 1.242 1.745 -0.792 0.190
H -0.758 -0.507 1.667 0.231
H -0.529 0.108 -1.258 0.219
H -1.761 2.258 -0.813 0.199
H -1.050 2.249 0.860 0.210
H -2.375 1.337 0.505 0.210



33
Properties=species:S:1:pos:R:3:nbo_charge:R:1 method="wB97M-V/def2-TZVPD" homo_lumo_gap_ev=7.897 lumo_ev=-0.73 homo_ha=-0.317
Al 0.195 -0.211 0.057 2.013
O -4.499 0.433 -2.176 -0.686
C -4.413 -0.881 -1.902 0.444
C -5.545 -1.659 -2.139 -0.303
C -5.538 -3.008 -1.856 -0.155
C -4.400 -3.622 -1.329 -0.264
C -3.278 -2.861 -1.094 -0.127
C -3.263 -1.488 -1.370 -0.268
C -2.040 -0.729 -1.111 0.608
O -1.021 -1.360 -0.554 -0.840
N -1.974 0.539 -1.445 -0.449
N -0.705 1.017 -1.110 -0.455
C -0.171 1.978 -1.760 0.197
C 1.240 2.285 -1.632 -0.243
C 1.724 3.468 -2.208 -0.133
C 3.067 3.764 -2.210 -0.260
C 3.961 2.851 -1.645 -0.148
C 3.517 1.672 -1.084 -0.297
C 2.156 1.366 -1.058 0.463
O 1.770 0.218 -0.506 -0.887
H -3.632 0.845 -1.977 0.507
H -6.421 -1.167 -2.544 0.226
H -6.428 -3.595 -2.045 0.215
H -4.401 -4.682 -1.108 0.218
H -2.383 -3.308 -0.682 0.232
H -0.777 2.524 -2.480 0.205
H 1.014 4.152 -2.662 0.213
H 3.425 4.684 -2.653 0.222
H 5.022 3.071 -1.644 0.219
H 4.205 0.959 -0.648 0.230
O 0.008 -0.068 4.191 -0.540
C 0.023 -0.079 3.016 0.879
N 0.029 -0.082 1.822 -1.037



39
Properties=species:S:1:pos:R:3:nbo_charge:R:1 method="wB97M-V/def2-TZVPD" homo_lumo_gap_ev=8.921 smiles="FCCCOc1ccc(/C=N/OCc2ccc(Cl)cc2)cc1" de_lowest_kcal_mol=0.80 lumo_ev=0.62 homo_ha=-0.305
F -6.483 -2.147 -0.311 -0.366
C -5.764 -2.256 -1.475 0.062
C -4.879 -3.495 -1.428 -0.468
C -4.063 -3.624 -2.716 -0.064
O -3.223 -2.514 -2.945 -0.495
C -2.068 -2.373 -2.237 0.299
C -1.545 -3.299 -1.339 -0.271
C -0.346 -3.039 -0.701 -0.166
C 0.358 -1.861 -0.933 -0.129
C -0.174 -0.937 -1.839 -0.162
C -1.363 -1.188 -2.478 -0.241
H -1.781 -0.484 -3.180 0.225
H 0.370 -0.025 -2.028 0.230
C 1.609 -1.619 -0.247 0.044
N 2.263 -0.547 -0.443 -0.149
O 3.453 -0.437 0.256 -0.381
C 4.056 0.828 0.041 -0.084
C 3.468 1.905 0.920 -0.055
C 4.248 2.567 1.859 -0.192
C 3.700 3.545 2.669 -0.229
C 2.355 3.854 2.545 -0.041
C 1.558 3.197 1.621 -0.216
C 2.121 2.229 0.810 -0.194
H 1.509 1.705 0.091 0.234
H 0.512 3.443 1.537 0.226
Cl 1.663 5.074 3.557 0.003
H 4.308 4.062 3.395 0.227
H 5.294 2.320 1.960 0.213
H 3.947 1.105 -1.015 0.196
H 5.113 0.676 0.270 0.197
H 1.965 -2.390 0.437 0.183
H 0.047 -3.768 -0.007 0.211
H -2.054 -4.227 -1.131 0.211
H -4.735 -3.638 -3.579 0.196
H -3.487 -4.557 -2.712 0.182
H -4.216 -3.417 -0.565 0.218
H -5.500 -4.384 -1.307 0.219
H -6.490 -2.311 -2.292 0.156
H -5.165 -1.345 -1.567 0.170



| no. | calculated total energy (eV) |
| --- | --- |
| 1 | -16492.53750 |
| 2 | -112688.15357 |
| 3 | -9809.36247 |
| 4 | -36512.48877 |
| 5 | -34980.11024 |
| 6 | -38728.04362 |